Below is a 13-piece molecular cluster, C27H83N13O13 overall in a non-equilibrium geometry, with properties calculated with ωB97M-V with the def2-TZVPD basis set.

Each atom is followed by the atoms it is bonded to, with distances in Å.
Positions of all 136 atoms, in Å:
1 C 2.3485 5.0215 -2.6186  C2 1.539, H4 1.090, H5 1.090, H6 1.090
2 C 3.4818 4.9037 -1.5835  C1 1.539, O3 1.461, H7 1.090, H8 1.090
3 O 3.0108 4.3016 -0.3382  C2 1.461, H9 0.960
4 H 1.6116 4.2318 -2.4721  C1 1.090
5 H 2.6835 5.0155 -3.6558  C1 1.090
6 H 1.7307 5.9190 -2.5900  C1 1.090
7 H 3.7504 5.8775 -1.1742  C2 1.090
8 H 4.3034 4.3323 -2.0153  C2 1.090
9 H 3.4395 3.4682 -0.1301  O3 0.960
10 C 0.7099 -0.5318 5.0882  C11 1.611, H13 1.090, H14 1.090, H15 1.090
11 C 0.8871 0.1174 3.6240  C10 1.611, O12 1.416, H16 1.090, H17 1.090
12 O 2.0030 0.9885 3.6038  C11 1.416, H18 0.960
13 H 0.5757 0.2355 5.8507  C10 1.090
14 H 1.6550 -0.9500 5.4346  C10 1.090
15 H -0.0766 -1.2863 5.0974  C10 1.090
16 H 0.0215 0.7169 3.3422  C11 1.090
17 H 0.8998 -0.7630 2.9815  C11 1.090
18 H 2.8014 0.5716 3.9359  O12 0.960
19 C 1.8693 -2.5393 -4.8998  C20 1.461, H22 1.090, H23 1.090, H24 1.090
20 C 1.3563 -1.6415 -3.8680  C19 1.461, O21 1.380, H25 1.090, H26 1.090
21 O 2.1136 -1.9023 -2.7444  C20 1.380, H27 0.960
22 H 2.8879 -2.2347 -5.1399  C19 1.090
23 H 1.2222 -2.5374 -5.7769  C19 1.090
24 H 1.8433 -3.5496 -4.4915  C19 1.090
25 H 0.3099 -1.8657 -3.6609  C20 1.090
26 H 1.3781 -0.6005 -4.1904  C20 1.090
27 H 1.6340 -1.5072 -2.0126  O21 0.960
28 C 5.4368 1.8150 -3.2581  C29 1.581, H31 1.090, H32 1.090, H33 1.090
29 C 4.2286 0.8201 -3.0360  C28 1.581, O30 1.368, H34 1.090, H35 1.090
30 O 4.7213 -0.3127 -2.4479  C29 1.368, H36 0.960
31 H 6.1228 1.5031 -4.0456  C28 1.090
32 H 5.9086 1.6770 -2.2852  C28 1.090
33 H 5.0398 2.8125 -3.4463  C28 1.090
34 H 3.7960 0.4563 -3.9680  C29 1.090
35 H 3.4317 1.3430 -2.5072  C29 1.090
36 H 3.9610 -0.8861 -2.3267  O30 0.960
37 C -3.7641 -1.4181 -2.1708  C38 1.533, H40 1.090, H41 1.090, H42 1.090
38 C -5.0342 -1.3349 -3.0252  C37 1.533, O39 1.312, H43 1.090, H44 1.090
39 O -5.7077 -0.2379 -2.7692  C38 1.312, H45 0.960
40 H -2.9420 -0.8319 -2.5814  C37 1.090
41 H -3.3971 -2.3985 -1.8670  C37 1.090
42 H -3.8933 -0.9136 -1.2133  C37 1.090
43 H -5.7446 -2.1417 -2.8445  C38 1.090
44 H -4.7224 -1.4330 -4.0650  C38 1.090
45 H -6.0763 0.1867 -3.5473  O39 0.960
46 C 3.8533 -3.3217 0.4509  O47 1.215, N48 1.273, N49 1.270
47 O 4.5498 -3.8301 1.3076  C46 1.215
48 N 4.0336 -3.4586 -0.8019  C46 1.273, H50 1.010, H51 1.010
49 N 3.0387 -2.3897 0.7334  C46 1.270, H52 1.010, H53 1.010
50 H 4.6391 -4.2261 -1.0555  N48 1.010
51 H 3.5861 -2.9714 -1.5652  N48 1.010
52 H 2.3255 -1.9624 0.1599  N49 1.010
53 H 3.0849 -1.9323 1.6327  N49 1.010
54 C 1.2419 4.9694 3.6275  O55 1.204, N56 1.265, N57 1.310
55 O 2.2268 5.0736 4.3118  C54 1.204
56 N 0.5614 5.9649 3.2457  C54 1.265, H58 1.010, H59 1.010
57 N 0.7368 3.8100 3.2842  C54 1.310, H60 1.010, H61 1.010
58 H 0.9415 6.8978 3.3184  N56 1.010
59 H -0.1172 5.7691 2.5237  N56 1.010
60 H 1.2259 2.9997 3.6368  N57 1.010
61 H -0.1386 3.5893 2.8313  N57 1.010
62 C -2.4231 3.3836 1.3864  O63 1.214, N64 1.274, N65 1.291
63 O -1.4911 2.6432 1.1458  C62 1.214
64 N -2.9955 3.5608 2.5110  C62 1.274, H66 1.010, H67 1.010
65 N -3.0961 4.1044 0.5526  C62 1.291, H68 1.010, H69 1.010
66 H -2.8214 2.9333 3.2830  N64 1.010
67 H -3.5681 4.3567 2.7532  N64 1.010
68 H -3.8258 4.7126 0.8957  N65 1.010
69 H -2.6458 4.2005 -0.3463  N65 1.010
70 C 0.5892 0.0224 -0.0011  O71 1.227, N72 1.276, N73 1.286
71 O 1.2536 -0.9225 -0.4138  C70 1.227
72 N 1.0962 1.1684 0.2390  C70 1.276, H74 1.010, H75 1.010
73 N -0.6441 -0.1132 0.3380  C70 1.286, H76 1.010, H77 1.010
74 H 0.4949 1.9007 0.5884  N72 1.010
75 H 2.0739 1.2162 -0.0099  N72 1.010
76 H -1.2787 -0.8290 0.0140  N73 1.010
77 H -1.0136 0.8003 0.5596  N73 1.010
78 C 4.4120 1.2451 1.0785  O79 1.289, N80 1.318, N81 1.253
79 O 3.6368 1.8657 0.2571  C78 1.289
80 N 4.6243 1.6568 2.3127  C78 1.318, H82 1.010, H83 1.010
81 N 4.9881 0.1736 0.7783  C78 1.253, H84 1.010, H85 1.010
82 H 5.1067 1.1270 3.0245  N80 1.010
83 H 4.0914 2.4732 2.5765  N80 1.010
84 H 4.8790 -0.1773 -0.1625  N81 1.010
85 H 5.6213 -0.1652 1.4885  N81 1.010
86 C -3.7998 -0.6625 1.9284  C87 1.507, H92 1.090, H93 1.090, H94 1.090
87 C -3.0516 -1.9637 2.0580  C86 1.507, C88 1.576, N91 1.479, H95 1.090
88 C -3.3296 -2.5445 3.4962  C87 1.576, O89 1.377, H96 1.090, H97 1.090
89 O -2.6978 -3.7552 3.6730  C88 1.377, C90 1.428
90 C -2.6815 -4.3496 4.9712  O89 1.428, H98 1.090, H99 1.090, H100 1.090
91 N -3.4701 -2.9248 1.0143  C87 1.479, H101 1.010, H102 1.010
92 H -3.2544 0.0665 2.5277  C86 1.090
93 H -4.8484 -0.7663 2.2073  C86 1.090
94 H -3.8189 -0.1668 0.9578  C86 1.090
95 H -1.9996 -1.9995 1.7750  C87 1.090
96 H -4.4061 -2.7085 3.5437  C88 1.090
97 H -3.1054 -1.7513 4.2094  C88 1.090
98 H -3.6985 -4.5813 5.2873  C90 1.090
99 H -2.1602 -3.6446 5.6187  C90 1.090
100 H -2.0043 -5.1948 4.8474  C90 1.090
101 H -4.4775 -2.9431 0.9446  N91 1.010
102 H -3.1702 -3.8566 1.2630  N91 1.010
103 C -1.2675 -4.2128 -0.7921  C104 1.540, H109 1.090, H110 1.090, H111 1.090
104 C -0.8404 -5.3476 0.1582  C103 1.540, C105 1.481, N108 1.408, H112 1.090
105 C 0.6296 -5.2678 0.3155  C104 1.481, O106 1.392, H113 1.090, H114 1.090
106 O 1.0393 -6.4423 0.9398  C105 1.392, C107 1.456
107 C 2.4629 -6.6676 0.7352  O106 1.456, H115 1.090, H116 1.090, H117 1.090
108 N -1.4467 -5.0732 1.3992  C104 1.408, H118 1.010, H119 1.010
109 H -1.2703 -3.2717 -0.2422  C103 1.090
110 H -2.3256 -4.2741 -1.0464  C103 1.090
111 H -0.6316 -4.0945 -1.6695  C103 1.090
112 H -1.1538 -6.3599 -0.0969  C104 1.090
113 H 0.8414 -4.3820 0.9143  C105 1.090
114 H 0.9975 -5.1234 -0.7004  C105 1.090
115 H 2.8585 -7.6522 0.9842  C107 1.090
116 H 3.0579 -5.8125 1.0561  C107 1.090
117 H 2.5129 -6.7059 -0.3530  C107 1.090
118 H -0.8169 -5.3475 2.1396  N108 1.010
119 H -1.5777 -4.1184 1.7014  N108 1.010
120 C -0.9247 2.4592 -2.5440  C121 1.533, H126 1.090, H127 1.090, H128 1.090
121 C -2.1332 3.3349 -2.8955  C120 1.533, C122 1.580, N125 1.449, H129 1.090
122 C -3.5221 2.7192 -2.4622  C121 1.580, O123 1.402, H130 1.090, H131 1.090
123 O -4.4679 3.6794 -2.8475  C122 1.402, C124 1.410
124 C -5.7331 3.4622 -2.2637  O123 1.410, H132 1.090, H133 1.090, H134 1.090
125 N -1.8509 4.6136 -2.2759  C121 1.449, H135 1.010, H136 1.010
126 H -0.8535 2.2766 -1.4717  C120 1.090
127 H 0.0438 2.7890 -2.9200  C120 1.090
128 H -0.9581 1.4396 -2.9279  C120 1.090
129 H -2.0962 3.5556 -3.9623  C121 1.090
130 H -3.5121 2.6013 -1.3787  C122 1.090
131 H -3.6978 1.7318 -2.8892  C122 1.090
132 H -5.5955 3.5034 -1.1832  C124 1.090
133 H -6.1058 2.4521 -2.4337  C124 1.090
134 H -6.4017 4.2391 -2.6343  C124 1.090
135 H -1.2597 5.0810 -2.9483  N125 1.010
136 H -2.6984 5.1464 -2.4106  N125 1.010

Highest occupied orbital energy: -8.64 eV
Energy above the lowest of the compared OMol25 structures with the same formula, charge and spin: 121.4 kcal/mol
Multiplicity: 1
Charge: 0
HOMO-LUMO gap: 8.632 eV

Here are the Mulliken charges for atoms 1 to 99, given in e:
1. C -0.8341
2. C -0.1593
3. O -0.4484
4. H -0.0163
5. H 0.4276
6. H 0.3977
7. H 0.2787
8. H 0.0813
9. H 0.3897
10. C -1.2927
11. C 0.6952
12. O -0.4464
13. H 0.3885
14. H 0.3710
15. H 0.2197
16. H -0.1367
17. H -0.0766
18. H 0.2295
19. C -1.4790
20. C 0.2944
21. O 0.1083
22. H 0.3213
23. H 0.4015
24. H 0.2626
25. H 0.1498
26. H 0.2680
27. H 0.0193
28. C -1.3058
29. C 0.3608
30. O -0.6457
31. H 0.3791
32. H 0.3136
33. H 0.2501
34. H 0.3865
35. H -0.1424
36. H 0.2619
37. C -0.0330
38. C -0.6901
39. O -0.4873
40. H 0.1691
41. H 0.1537
42. H -0.1353
43. H 0.3771
44. H 0.3215
45. H 0.3161
46. C 0.3273
47. O -0.8069
48. N 0.0145
49. N 0.4626
50. H 0.2383
51. H 0.1000
52. H -0.0262
53. H -0.0140
54. C 0.7211
55. O -0.7193
56. N -0.3664
57. N -0.1817
58. H 0.2560
59. H 0.1508
60. H -0.1064
61. H 0.0997
62. C 0.5170
63. O -0.6792
64. N -0.3741
65. N -0.2601
66. H 0.2772
67. H 0.1477
68. H 0.1168
69. H 0.1037
70. C -0.2406
71. O -1.1819
72. N 1.4868
73. N 1.4817
74. H -0.0930
75. H -0.7145
76. H -0.2091
77. H -0.5775
78. C 0.5746
79. O -0.7193
80. N -0.4845
81. N -0.2322
82. H 0.1898
83. H 0.1888
84. H 0.0548
85. H 0.1986
86. C -1.5682
87. C 0.6658
88. C -1.0639
89. O -0.1762
90. C -0.8599
91. N -0.3007
92. H 0.3254
93. H 0.4845
94. H 0.0970
95. H 0.3195
96. H 0.3683
97. H 0.4716
98. H 0.2778
99. H 0.3274